The following is a quantum chemistry calculation of a cluster of 6 separate species, C5H20IO5 in total at a distorted geometry, from OMol25.

Calculated values
Orbital gap in hartree: 0.31632
E in Eh: -876.42855
LUMO level in eV: 3.3
HOMO energy in eV: -5.347

```
! RIJCOSX wB97M-V def2-TZVPD def2/J DEFGRID3
* xyz -1 1
I 1.08800 0.01300 -1.01077
C 0.97365 -3.38663 1.41584
O 1.74653 -2.25467 1.79409
H 1.44879 -4.28295 1.82882
H 0.01684 -3.39263 1.95756
H 0.84605 -3.42937 0.33734
H 1.42438 -1.55614 1.18884
C -1.99759 -0.73934 -3.68878
O -1.43246 -1.80454 -2.94917
H -2.93531 -0.40775 -3.21532
H -1.32293 0.10823 -3.79131
H -2.31721 -1.12352 -4.66397
H -0.72819 -1.45846 -2.37448
C -2.05978 2.91964 -1.50700
O -1.13275 2.48216 -2.49020
H -2.49211 3.83039 -1.91722
H -2.74515 2.11358 -1.24659
H -1.55656 3.23979 -0.58613
H -0.51513 1.86443 -2.05715
C -1.92490 0.36910 1.75770
O -0.57438 0.38913 2.17663
H -2.52680 0.22779 2.65174
H -2.20733 1.29931 1.24726
H -2.08075 -0.43198 1.02478
H -0.00471 0.43054 1.38627
C 4.13963 0.89852 2.27861
O 2.74160 0.76275 2.16747
H 4.69773 -0.01097 2.02483
H 4.48181 1.75124 1.69023
H 4.38398 1.02981 3.33594
H 2.56506 0.54952 1.23414
*
```